83
Properties=species:S:1:pos:R:3:mulliken_charge:R:1 method="wB97M-V/def2-TZVPD" relative_energy_ev=7.495 total_charge=+2 gap_ev="4.18 / 4.43" spin_multiplicity=4
C -5.5410 5.7882 -4.9239 -0.38
C -4.1479 5.5154 -5.0229 0.48
C -3.4470 6.4047 -5.8781 -0.35
C -4.1378 7.4166 -6.5758 -0.36
N -5.4384 7.6381 -6.4904 -0.51
C -6.1096 6.8386 -5.6778 -0.33
C -3.4459 4.4428 -4.2767 0.16
C -2.8825 3.5285 -3.6503 -1.34
C -2.0763 2.7947 -2.7340 1.45
C -2.4400 2.7171 -1.4061 -0.94
C -1.4726 2.5120 -0.4528 -0.06
C -0.0815 2.2613 -0.6941 0.47
C 0.2483 2.4276 -2.1128 -0.47
C -0.8075 2.2627 -3.0892 -0.08
V -0.2078 0.4463 -1.8726 0.12
P 1.1188 2.0468 0.7470 1.98
H -2.3695 6.3230 -5.9710 0.42
H -6.1696 5.2174 -4.2491 0.41
H -3.5799 8.0734 -7.2293 0.38
H -7.1726 7.0311 -5.6019 0.39
H -0.6539 2.1015 -4.1702 0.80
H -3.4655 2.8800 -1.0766 0.58
H 1.2642 2.2421 -2.4393 -1.08
H -1.8322 2.6538 0.5624 0.22
C 2.3826 1.1203 1.9358 -0.10
C 3.5340 1.8574 2.5937 -1.59
H 2.8057 0.3197 1.3147 0.42
H 1.7721 0.6059 2.7009 0.35
H 4.0925 1.1839 3.2445 0.42
H 4.2559 2.2526 1.8876 0.38
H 3.2266 2.6998 3.2025 0.30
C 2.1722 3.3853 0.1552 0.07
C 1.4528 4.6956 0.3052 -1.49
H 2.3259 3.1936 -0.9017 -0.83
H 3.1532 3.3517 0.6260 0.51
H 1.9089 5.4313 -0.3590 0.47
H 0.4054 4.5911 0.0044 0.25
H 1.4851 5.1013 1.3214 0.36
C 0.0502 2.6148 2.1378 -0.95
C 0.6470 3.1403 3.4318 -1.64
H -0.6222 1.7667 2.3582 0.48
H -0.5601 3.4372 1.7679 0.53
H -0.1542 3.5721 4.0482 0.45
H 1.1542 2.3795 4.0223 0.37
H 1.3569 3.9490 3.2481 0.30
Br 1.9238 -0.6930 -0.5645 -0.54
P 3.9728 1.1284 -3.7014 -0.28
C 4.1796 1.9385 -2.0665 1.41
C 5.6368 2.2658 -1.7587 -1.56
H 3.7445 1.2466 -1.3330 -0.61
H 3.5827 2.8600 -2.0935 0.21
H 5.7092 3.0744 -1.0247 0.36
H 6.1685 1.4097 -1.3354 0.39
H 6.1639 2.5761 -2.6641 0.43
C 3.3337 -0.5307 -3.3762 0.91
C 3.8850 -1.7094 -4.1601 -1.55
H 2.2539 -0.4195 -3.5174 -0.47
H 3.5297 -0.6574 -2.2950 -0.02
H 3.6783 -2.6133 -3.5858 0.38
H 3.4118 -1.8338 -5.1363 0.37
H 4.9602 -1.6443 -4.3261 0.37
C 2.5935 1.9958 -4.5125 0.33
C 3.0711 2.9586 -5.5816 -1.50
H 2.0632 2.6050 -3.7831 0.06
H 1.9150 1.2167 -4.8889 0.43
H 2.2377 3.2414 -6.2258 0.37
H 3.4366 3.8806 -5.1255 0.34
H 3.8617 2.5148 -6.1818 0.42
C -1.5641 -1.3971 -1.7744 -0.59
C -2.4903 -1.1521 -0.5993 -0.78
O -1.8197 -0.7486 0.5967 -0.17
C -2.1123 -1.5712 1.6853 -0.38
C -1.5574 -0.8969 2.9494 -0.78
H -1.4131 -0.5359 -2.4930 0.34
H -2.1366 -1.9848 -2.4986 0.52
H -0.6986 -2.0092 -1.5187 0.27
H -3.1820 -0.3467 -0.8478 0.29
H -3.0806 -2.0384 -0.4104 0.61
H -3.1923 -1.7368 1.8339 0.40
H -1.6056 -2.5579 1.6161 0.32
H -2.2049 -0.0224 3.2269 0.26
H -1.5648 -1.6152 3.8069 0.45
H -0.5157 -0.5168 2.7984 -0.07

---

11
Properties=species:S:1:pos:R:3:mulliken_charge:R:1 method="wB97M-V/def2-TZVPD" relative_energy_ev=3.884 gap_ev=7.84
C 1.4874 -0.2841 0.0716 0.10
C 0.1476 -1.0193 0.2156 -0.37
C -1.0588 -0.5170 -0.2259 0.59
C -1.2544 0.8367 -0.6038 0.13
H 1.1260 1.0868 1.4020 0.39
H 0.1001 -1.9664 0.7726 0.34
H -0.1442 1.1389 -1.1597 0.21
O 1.5434 1.1509 0.3502 -0.46
O -2.2679 1.6226 -0.2605 -0.50
S 2.8399 -0.7421 -0.4633 -0.31
Cl -2.5189 -1.3069 -0.0988 -0.14

---

28
Properties=species:S:1:pos:R:3:mulliken_charge:R:1 method="wB97M-V/def2-TZVPD" relative_energy_ev=1.181 total_charge=+1 gap_ev=8.67 smiles="C=C[C@H]([NH+]=C(N)N)Sc1ccccc1"
C -2.5499 -1.1111 2.7868 -0.42
C -3.2565 -0.2812 1.9334 -0.34
C -1.1967 -1.1988 2.7368 -0.51
C -2.5398 0.5622 1.2385 -0.39
C -0.4277 -0.2804 2.0945 -0.41
C -1.1173 0.6138 1.2786 0.24
C -1.3692 -1.4730 -0.8944 -0.47
C -0.0867 -1.2795 -0.6946 -0.44
C 2.6928 1.0807 -1.8331 0.76
C 0.5098 0.4624 -0.9061 -0.79
N 4.0051 0.8570 -1.8883 -0.41
N 2.0931 1.9301 -2.5955 -0.34
N 1.9446 0.4281 -0.9090 0.04
S -0.2544 1.6790 0.2092 -0.15
H -3.1688 -1.8366 3.3609 0.30
H -4.3254 -0.5280 1.8003 0.37
H -0.6783 -2.0218 3.2355 0.37
H -3.0782 1.3259 0.6650 0.36
H 0.6304 -0.3726 2.1073 0.63
H -1.7933 -2.5413 -0.9046 0.26
H -2.0586 -0.6444 -1.1926 0.24
H 0.4767 -1.8522 0.0464 0.32
H 0.1685 0.7322 -1.9367 0.56
H 4.6081 1.3755 -2.5742 0.22
H 4.5432 0.2100 -1.2513 0.23
H 2.7154 2.2325 -3.3335 0.21
H 1.1694 2.2313 -2.2693 0.27
H 2.3436 -0.2999 -0.3098 0.27

---

10
Properties=species:S:1:pos:R:3:mulliken_charge:R:1 method="wB97M-V/def2-TZVPD" relative_energy_ev=0.993 gap_ev=8.11
C -0.5085 -0.6539 -0.7137 -0.70
C 0.4419 0.1521 0.3553 0.08
O 1.8006 0.1658 0.0251 -0.50
O 0.0282 1.4402 0.4956 -0.47
I 0.1950 -0.8766 2.2064 0.17
I -2.5022 -0.4219 0.0542 0.16
I -0.6269 -0.3186 -3.0147 0.09
H -0.2150 -1.7655 -0.5907 0.48
H 2.3808 0.7950 0.3781 0.34
H -0.9938 1.4834 0.8043 0.36

---

79
Properties=species:S:1:pos:R:3:mulliken_charge:R:1 method="wB97M-V/def2-TZVPD" total_charge=+1 gap_ev=7.47
C -4.7172 1.3323 -3.1643 0.33
C -4.6569 0.2660 -2.6317 -0.74
C -4.5762 -1.0175 -1.9245 -0.70
N -4.0485 -0.7848 -0.5505 0.54
C -2.7809 -0.9929 -0.3326 -0.16
N -1.9090 -1.5025 -1.3137 -0.20
C -1.2940 -2.5703 -0.4810 -1.18
C -1.0857 -1.8836 0.9026 -0.27
P -1.2949 -3.0223 2.3796 -0.03
O -2.4097 -2.3171 3.3398 -0.40
Br 0.6411 -2.6814 3.3693 0.18
N -2.0999 -0.7876 0.8440 0.51
C -1.6268 0.5988 1.0094 -1.00
P -5.2036 -0.2463 0.6232 0.40
O -6.4958 -0.8710 0.3795 -0.65
O -5.2357 1.3236 0.4307 -0.33
O -4.6044 -0.5900 2.0310 -0.34
H -4.7459 2.3846 -3.3553 0.54
H -3.9089 -1.6800 -2.4736 0.08
H -5.5693 -1.4611 -1.8740 0.52
H -1.1773 -0.8003 -1.4415 0.32
H -2.0627 -3.3354 -0.3582 0.51
H -0.4124 -3.0147 -0.9209 0.58
H -0.1285 -1.3513 0.9226 0.72
H -2.3670 -1.3510 3.3105 0.28
H -0.7693 0.7713 0.3503 0.42
H -2.4140 1.3059 0.7434 0.18
H -1.3521 0.7894 2.0444 0.32
H -6.1590 1.6212 0.4461 0.32
H -5.2562 -0.4296 2.7305 0.39
C -3.4105 4.3413 -0.7765 -0.65
N -2.7623 4.0826 -2.0916 0.99
O -1.6115 3.6928 -2.0932 -0.58
O -3.4347 4.2842 -3.0790 -0.56
H -2.6952 4.1245 0.0086 0.27
H -3.7047 5.3867 -0.7600 0.35
H -4.2784 3.6920 -0.7109 0.16
C 5.4599 -2.3658 2.8811 -0.58
N 4.0437 -2.5599 2.4737 0.92
O 3.1731 -2.1467 3.2118 -0.59
O 3.8404 -3.1206 1.4137 -0.55
H 5.4731 -1.8518 3.8345 0.31
H 5.9203 -3.3463 2.9587 0.29
H 5.9369 -1.7720 2.1073 0.16
C -0.3756 -0.2459 7.0962 -0.72
N 0.3038 0.1223 5.8235 0.78
O 0.2353 1.2771 5.4525 -0.53
O 0.8761 -0.7701 5.2325 -0.44
H -0.8423 0.6425 7.5044 0.30
H -1.1125 -1.0089 6.8622 0.28
H 0.3828 -0.6362 7.7676 0.29
C 5.0642 -1.5202 -1.4357 -0.65
N 5.4441 -0.3767 -0.5640 0.93
O 4.8950 0.6864 -0.7604 -0.53
O 6.2851 -0.5893 0.2868 -0.58
H 4.3147 -1.1796 -2.1398 0.30
H 5.9635 -1.8460 -1.9511 0.27
H 4.6726 -2.3047 -0.7930 0.23
C 7.9619 1.7243 -2.2359 -0.63
N 8.6544 0.6053 -2.9316 0.87
O 9.6869 0.8479 -3.5099 -0.52
O 8.1262 -0.4900 -2.8685 -0.54
H 8.5388 2.6304 -2.3753 0.32
H 6.9740 1.8193 -2.6763 0.26
H 7.8933 1.4619 -1.1837 0.23
C -3.2160 -5.7260 -3.3623 -0.78
N -2.5823 -4.3827 -3.2488 0.89
O -1.5621 -4.2875 -2.5967 -0.50
O -3.1332 -3.4631 -3.8182 -0.54
H -2.6148 -6.4353 -2.8067 0.32
H -4.2180 -5.6490 -2.9509 0.30
H -3.2503 -5.9788 -4.4176 0.30
C 0.4546 5.8637 -1.9878 -0.64
N 0.8474 7.1313 -1.3115 0.89
O 0.3722 8.1649 -1.7294 -0.52
O 1.6176 7.0336 -0.3798 -0.53
H -0.2318 6.0995 -2.7924 0.30
H 1.3600 5.4022 -2.3696 0.29
H -0.0146 5.2335 -1.2425 0.21

---

10
Properties=species:S:1:pos:R:3:mulliken_charge:R:1 method="wB97M-V/def2-TZVPD" relative_energy_ev=4.443 gap_ev="7.82 / 7.82" smiles="C1C2=NNN1SS2"
C -0.4077 -1.1107 -0.3107 0.23
C 0.6837 -0.0269 -0.8265 -0.51
N -0.3549 -1.0711 1.0024 -0.33
N 0.2524 0.0738 1.2582 0.12
N 0.4052 0.9668 0.1626 -0.17
S -2.0188 -0.4959 -0.6641 -0.12
S -1.2205 1.5417 -0.0915 -0.03
H 1.7270 -0.4786 -0.9388 0.26
H 0.2796 0.4053 -1.7450 0.36
H 0.6540 0.1956 2.1534 0.20

---

113
Properties=species:S:1:pos:R:3:mulliken_charge:R:1 method="wB97M-V/def2-TZVPD" relative_energy_ev=0.000 gap_ev="5.15 / 5.14"
Zn 1.0107 1.4265 -0.1363 0.29
I -4.5554 2.8284 -7.2526 0.09
C -3.4064 3.0928 -5.5603 -0.04
C -2.0548 3.3834 -5.6641 -0.88
C -1.2849 3.5154 -4.5271 -0.62
C -1.8211 3.3747 -3.2278 0.66
C -3.1951 3.0252 -3.1765 -0.24
C -3.9640 2.8973 -4.3105 -1.05
C -0.9546 3.3770 -2.0386 0.32
C -1.4396 3.0803 -0.7422 0.81
C -2.7163 3.4783 -0.1599 -1.29
C -2.7346 3.0893 1.1343 -1.18
C -1.4735 2.3667 1.3617 0.32
C -1.2087 1.5575 2.4569 0.47
C -2.1939 1.5556 3.5806 -0.22
C -1.7762 2.0152 4.8241 -0.13
C -2.6316 2.0220 5.9184 -0.82
C -3.9311 1.5861 5.7214 0.06
I -5.2533 1.7081 7.2936 0.09
C -4.3767 1.1182 4.4919 -0.78
C -3.5043 1.1076 3.4251 -0.42
C -0.0920 0.6335 2.5808 0.67
N 0.9677 0.5983 1.7640 -0.89
C 1.7139 -0.5331 2.0917 0.28
C 2.9468 -0.8539 1.4899 0.91
C 3.6463 -2.1285 1.7966 0.35
C 4.1270 -2.8673 0.7108 -0.16
C 4.6701 -4.1355 0.8793 -1.06
C 4.7354 -4.6495 2.1592 -0.07
I 5.4651 -6.5679 2.4487 0.11
C 4.2947 -3.9242 3.2604 -1.03
C 3.7618 -2.6571 3.0757 -0.36
C 3.6203 0.0287 0.5934 0.18
C 5.0306 0.1076 0.4499 -1.16
C 5.3027 1.2675 -0.2296 -1.46
C 4.0395 1.8620 -0.5359 0.47
N 3.0343 1.0972 -0.0252 -0.14
C 3.8357 3.0743 -1.2853 0.92
C 2.6306 3.5205 -1.7687 0.13
C 2.3941 4.6876 -2.5852 -0.91
C 1.0841 4.6863 -2.9189 -1.54
C 0.4731 3.5761 -2.1938 0.63
N 1.4073 2.9002 -1.5417 0.05
C 5.0397 3.9095 -1.5495 -0.50
C 5.7485 4.4545 -0.4708 -0.16
C 6.8814 5.2301 -0.6627 -0.81
C 7.3040 5.4605 -1.9701 0.07
I 8.9973 6.5974 -2.2583 0.10
C 6.6286 4.9365 -3.0617 -0.74
C 5.5042 4.1604 -2.8518 -0.28
C 1.0427 -1.2242 3.1407 -0.54
C -0.0477 -0.4921 3.4880 -1.63
N -0.7413 2.4537 0.2088 0.22
H -1.5858 3.5132 -6.6357 0.38
H -0.2310 3.7162 -4.6385 0.45
H -3.6525 2.8107 -2.2237 0.44
H -5.0003 2.5997 -4.2223 0.40
H -3.4537 4.1040 -0.6366 0.82
H -3.5003 3.2740 1.8779 0.64
H -0.7531 2.3574 4.9353 0.51
H -2.2838 2.3714 6.8715 0.40
H -5.4020 0.7706 4.3902 0.38
H -3.8065 0.7282 2.4498 0.71
H 4.0382 -2.4513 -0.2839 0.73
H 4.9880 -4.6923 0.0043 0.46
H 4.3417 -4.3381 4.2601 0.43
H 3.4478 -2.0795 3.9145 0.86
H 5.7389 -0.5872 0.8759 0.56
H 6.2571 1.6691 -0.5113 0.55
H 3.1101 5.4276 -2.8567 0.66
H 0.5597 5.4611 -3.4532 0.65
H 5.3909 4.2716 0.5376 0.50
H 7.4168 5.6510 0.1774 0.38
H 6.9795 5.1198 -4.0681 0.38
H 4.9678 3.7159 -3.6750 0.56
H 1.2981 -2.1803 3.5705 0.57
H -0.7736 -0.7217 4.2559 0.55
Br 2.9593 -6.1241 -2.1938 -0.14
C 2.0961 -5.6506 -0.6096 0.22
C 2.1111 -6.5877 0.4246 -0.64
C 1.5434 -6.2438 1.6375 -0.60
C 0.9505 -5.0022 1.8451 -0.89
C 0.9330 -4.0847 0.8030 0.26
C 1.4997 -4.4221 -0.4321 -0.52
I 1.4922 -2.9864 -1.9187 0.31
H 2.5855 -7.5437 0.2714 0.49
H 1.5867 -6.9425 2.4724 0.39
H 0.5353 -4.7474 2.8231 0.44
H 0.4775 -3.1176 0.9529 0.44
N -5.1800 -2.5773 -1.8181 0.01
C -6.1513 -3.4128 -1.2822 0.62
C -7.3184 -3.9917 -1.7795 -0.95
C -8.0443 -4.7945 -0.9153 -0.39
C -7.6329 -5.0286 0.4086 -0.49
C -6.4766 -4.4572 0.9068 -0.82
C -5.7227 -3.6587 0.0403 0.48
N -4.5252 -3.0050 0.2755 -0.46
C -4.2366 -2.3814 -0.8437 -0.35
C -2.9873 -1.6013 -0.9532 0.87
C -2.0470 -1.7543 0.0692 -0.18
C -0.8587 -1.0634 -0.0023 -0.17
N -0.5461 -0.2072 -0.9781 0.24
C -1.4296 -0.0724 -1.9652 -1.20
C -2.6520 -0.7361 -1.9981 -0.61
H -5.1214 -2.2827 -2.7821 0.21
H -7.6493 -3.8222 -2.8046 0.37
H -8.9591 -5.2502 -1.2746 0.37
H -8.2459 -5.6173 1.0644 0.40
H -6.1259 -4.5983 1.9196 0.44
H -2.2863 -2.4000 0.9085 0.68
H -0.1293 -1.2113 0.7671 -0.09
H -1.1910 0.5922 -2.7768 0.77
H -3.3262 -0.5414 -2.8188 0.45

---

39
Properties=species:S:1:pos:R:3:mulliken_charge:R:1 method="wB97M-V/def2-TZVPD" gap_ev="4.71 / 4.04" spin_multiplicity=2
Cs 0.8658 -1.5355 -1.6457 1.12
O 1.0367 -4.9678 -4.9335 -0.43
C 0.4118 -5.4394 -3.7350 -0.27
C 1.3431 -5.3741 -2.4562 0.15
O 2.7270 -5.5502 -2.6584 -0.80
H -0.0224 -6.4342 -3.8338 0.24
H -0.5379 -4.9051 -3.7063 0.23
H 0.9917 -6.1094 -1.7324 0.24
H 1.3036 -4.4203 -1.9300 -0.37
C -4.1761 2.5125 -0.2848 -0.71
C -4.1345 2.1499 1.1725 -0.45
C -2.8392 1.3316 1.2476 -0.71
S -2.9745 0.0006 -0.1601 0.89
O -3.8170 -1.0545 0.2677 -0.58
O -1.6827 -0.2957 -0.7648 -0.55
C -3.8652 1.3081 -1.1976 -0.63
H -3.4535 3.2695 -0.5895 0.30
H -5.1532 2.8988 -0.5750 0.35
H -5.0373 1.6181 1.4729 0.32
H -4.0104 3.0430 1.7849 0.30
H -2.6012 0.9354 2.2348 0.48
H -2.1011 2.0168 0.8306 0.23
H -4.7668 0.8871 -1.6426 0.39
H -3.2219 1.6142 -2.0226 0.32
C 3.1474 2.7234 1.0352 -0.50
C 4.2822 1.6956 1.2467 -0.57
C 3.9377 0.5009 2.0959 -0.57
S 2.0841 0.3487 2.0827 0.80
O 1.3956 0.0150 3.3061 -0.60
O 1.6933 -0.4011 0.8699 -0.55
C 1.7923 2.1927 1.7122 -0.62
H 2.9490 2.9599 -0.0102 0.32
H 3.4174 3.5851 1.6458 0.23
H 5.1215 2.1963 1.7294 0.39
H 4.5943 1.4066 0.2431 0.21
H 4.4498 0.7197 3.0329 0.31
H 4.2235 -0.5127 1.8150 0.40
H 1.8331 2.6383 2.7061 0.35
H 0.7939 2.4326 1.3464 0.32